# 1
{
  "formula": "C12H25B11Br6FNOPdSSi",
  "method": "the ωB97M-V functional and the def2-TZVPD basis",
  "total_charge": 2,
  "relative_energy_kj_mol": 22.2,
  "homo_energy_ev": -13.304,
  "gap_ev": 3.094,
  "largest_force_ev_per_a": 1.324,
  "symbols": ["Pd", "Br", "B", "B", "C", "B", "B", "B", "B", "B", "Br", "B", "Br", "B", "Br", "B", "Br", "B", "Br", "H", "H", "H", "H", "H", "H", "C", "Si", "C", "C", "N", "C", "C", "C", "C", "C", "C", "F", "H", "H", "H", "H", "H", "H", "H", "H", "H", "H", "H", "H", "H", "C", "S", "C", "O", "H", "H", "H", "H", "H", "H"],
  "positions_angstrom": [[-0.73337, -0.40036, -0.97778], [-1.69497, 0.33919, 1.80740], [-0.00161, 1.16360, 2.39017], [-0.01617, 2.68633, 3.28094], [1.40627, 3.47560, 2.80811], [0.55578, 2.64683, 1.60571], [2.32551, 2.67562, 1.63300], [2.84744, 2.73812, 3.32198], [1.39950, 2.74305, 4.33888], [0.52329, 1.20290, 4.09989], [-0.51068, 0.35667, 5.49924], [2.33491, 1.24976, 4.13714], [3.35321, 0.45028, 5.56504], [2.90881, 1.20521, 2.42434], [4.55856, 0.34232, 1.87663], [1.46588, 1.15058, 1.40112], [1.56243, 0.15721, -0.34215], [1.46842, 0.24253, 2.92846], [1.60316, -1.69886, 3.02436], [-0.99139, 3.28866, 3.56874], [1.38718, 4.55346, 2.76447], [-0.03119, 3.23308, 0.76462], [2.92106, 3.27132, 0.80173], [3.79044, 3.38231, 3.61845], [1.36332, 3.39842, 5.31923], [-1.26951, -3.31233, -4.36630], [-1.00700, -1.88791, -3.23615], [-2.61579, -1.14867, -2.52931], [0.14263, -0.64250, -3.97558], [-0.36668, -2.27284, -1.54785], [-0.07612, -3.34156, -0.93098], [0.30278, -4.58589, -1.62373], [0.66259, -5.65651, -0.90793], [0.64750, -5.61345, 0.53594], [0.25376, -4.49918, 1.26866], [-0.10281, -3.38430, 0.56383], [-0.57756, -2.36389, 1.16003], [-1.71368, -2.91716, -5.28674], [-1.94575, -4.07529, -3.97040], [-0.32131, -3.77937, -4.64983], [-3.05311, -0.40013, -3.18834], [-2.53122, -0.68444, -1.50521], [-3.33335, -1.95369, -2.35285], [-0.17056, -0.44342, -5.00632], [1.15946, -1.04712, -4.01850], [0.18234, 0.30389, -3.44265], [0.34366, -4.59496, -2.70333], [0.97871, -6.56118, -1.41189], [0.94293, -6.50474, 1.08240], [0.21044, -4.49287, 2.35193], [-0.95893, 3.77928, -2.39389], [-1.87894, 2.28367, -2.13788], [-3.34418, 2.94809, -1.38841], [-1.13590, 1.61652, -0.95161], [-0.95153, 4.35755, -1.46993], [-1.43158, 4.33155, -3.20789], [0.05038, 3.48571, -2.67780], [-3.83615, 3.59663, -2.11641], [-3.05826, 3.49557, -0.49017], [-3.99305, 2.11108, -1.13463]],
  "forces_ev_per_a": [[-0.434, 1.242, -0.146], [-0.118, -0.130, 0.195], [0.308, -0.065, 0.052], [-0.254, 0.064, 0.061], [0.039, -0.278, -0.026], [-0.165, 0.173, -0.174], [0.200, 0.147, -0.325], [0.188, 0.036, -0.019], [-0.051, -0.062, 0.171], [0.121, 0.043, 0.060], [-0.022, 0.005, -0.048], [-0.148, -0.080, -0.154], [-0.011, -0.008, -0.020], [-0.035, -0.130, 0.153], [-0.031, -0.011, -0.061], [-0.241, 0.293, 0.465], [0.308, -0.147, -0.157], [-0.029, 0.226, -0.029], [0.125, -0.014, 0.057], [0.059, -0.045, -0.093], [-0.002, 0.011, 0.014], [0.045, -0.049, 0.043], [-0.084, -0.081, 0.032], [-0.066, -0.048, -0.054], [0.002, -0.055, -0.075], [-0.022, -0.296, 0.172], [-0.197, 0.414, -0.598], [0.512, -0.307, -0.001], [0.146, -0.161, -0.132], [-0.069, 0.080, 0.383], [0.347, -0.527, 0.125], [-0.137, 0.257, 0.126], [0.136, -0.265, 0.227], [-0.082, 0.162, 0.016], [0.192, -0.389, -0.058], [0.141, -0.259, -0.181], [-0.304, 0.171, -0.160], [0.002, -0.015, 0.066], [0.066, 0.038, -0.069], [-0.101, 0.040, -0.061], [0.058, 0.058, 0.029], [-0.590, 0.095, -0.063], [0.001, 0.047, 0.059], [0.026, -0.026, 0.070], [-0.048, 0.055, -0.038], [0.017, 0.087, 0.013], [-0.050, 0.085, 0.016], [0.014, -0.013, 0.141], [-0.011, 0.028, -0.068], [0.013, -0.008, -0.075], [0.100, 0.053, -0.013], [0.064, -0.039, -0.028], [-0.111, -0.021, 0.076], [0.153, -0.408, 0.093], [0.030, -0.029, -0.045], [0.015, -0.011, 0.043], [0.000, 0.057, -0.012], [0.024, -0.036, 0.048], [-0.016, -0.004, -0.029], [-0.024, 0.047, 0.004]]
}


# 2
{
  "formula": "C11H14N",
  "method": "the ωB97M-V functional and the def2-TZVPD basis",
  "total_charge": 1,
  "relative_energy_kj_mol": 627.5,
  "homo_energy_ev": [-9.961, -9.974],
  "gap_ev": [4.827, 4.869],
  "largest_force_ev_per_a": 3.882,
  "symbols": ["C", "C", "C", "C", "C", "C", "C", "C", "C", "C", "C", "N", "H", "H", "H", "H", "H", "H", "H", "H", "H", "H", "H", "H", "H", "H"],
  "positions_angstrom": [[2.25837, -0.86073, 1.83751], [1.29563, -1.76604, 2.22393], [1.99015, 0.05042, 0.83848], [0.01540, -1.54887, 1.81465], [0.75775, 0.10025, 0.23456], [-0.28906, -0.77800, 0.62439], [0.53304, 1.06303, -0.82634], [-0.54663, 1.60185, -1.28460], [-1.47154, -0.93427, -0.07034], [1.80734, 1.68788, -1.39533], [-1.53376, 2.18735, -2.11741], [-2.47563, -1.90919, 0.48194], [3.22620, -0.99035, 2.21224], [1.45246, -2.35904, 3.19509], [2.81245, 0.71462, 0.47848], [-0.67096, -2.24757, 2.24868], [-1.72027, -0.10502, -0.77807], [1.64636, 2.61489, -1.85161], [2.16593, 0.91816, -2.07814], [2.57804, 1.77568, -0.63985], [-2.27298, 2.76069, -1.42938], [-1.92571, 1.48297, -2.89571], [-1.15889, 3.10303, -2.87703], [-2.08652, -2.31664, 1.30930], [-2.89927, -2.66446, 0.00077], [-3.48791, -1.58065, 0.74376]],
  "forces_ev_per_a": [[0.501, 0.015, -1.338], [-0.654, 0.602, 3.197], [1.931, -0.155, 0.396], [-0.082, -0.933, -1.560], [-1.224, 0.147, -0.616], [0.302, -1.106, 1.771], [0.085, 0.310, 1.085], [0.853, 0.178, -0.639], [-0.547, 0.765, -0.953], [0.209, -1.250, -0.183], [-0.982, 2.627, -1.278], [-2.905, 2.484, 0.684], [1.332, 0.247, 0.534], [-0.074, 0.486, -1.922], [-0.878, -0.992, 0.918], [-0.689, -0.133, 0.150], [-0.718, -1.505, 0.390], [-0.145, 1.252, -0.901], [0.106, 0.292, -0.387], [-0.416, 0.489, -0.034], [0.687, -1.124, -1.525], [-0.162, 0.472, 0.951], [-0.191, -2.267, 2.248], [0.323, -0.187, 0.816], [1.040, -1.484, -2.127], [2.296, 0.768, 0.322]]
}


# 3
{
  "formula": "C8H16F12LiO6P2",
  "method": "the ωB97M-V functional and the def2-TZVPD basis",
  "total_charge": -1,
  "relative_energy_kj_mol": 220.5,
  "homo_energy_ev": -8.878,
  "gap_ev": 11.480,
  "largest_force_ev_per_a": 5.232,
  "symbols": ["Li", "P", "F", "F", "F", "F", "F", "F", "P", "F", "F", "F", "F", "F", "F", "C", "C", "O", "C", "O", "O", "C", "H", "H", "H", "H", "H", "H", "H", "H", "C", "C", "O", "C", "O", "O", "C", "H", "H", "H", "H", "H", "H", "H", "H"],
  "positions_angstrom": [[18.87650, 7.67797, -3.02671], [19.70672, 6.23483, -5.53299], [20.76101, 5.05907, -5.55271], [19.73517, 6.45047, -7.15857], [18.51914, 5.16606, -5.61969], [18.67701, 7.47637, -5.43297], [19.43726, 6.01719, -3.97000], [20.97931, 7.27461, -5.25302], [19.65844, 10.19612, -2.64208], [18.82756, 9.23714, -1.57851], [18.78751, 9.62926, -3.84575], [18.61762, 11.43362, -2.51858], [20.56838, 11.03990, -3.71426], [20.43316, 10.83708, -1.34924], [20.60252, 8.96487, -2.85474], [20.06167, 6.46290, 1.65676], [18.58941, 6.72951, 1.29874], [18.01407, 5.63522, 0.61289], [18.23132, 5.57480, -0.73934], [19.03656, 6.31499, -1.34156], [17.64252, 4.43551, -1.27795], [17.73707, 4.22121, -2.65199], [20.64878, 6.34150, 0.74645], [20.08057, 5.51542, 2.19533], [20.50718, 7.23217, 2.28749], [18.58149, 7.68659, 0.77720], [18.00495, 6.76981, 2.21791], [17.37803, 5.09799, -3.19093], [17.10581, 3.38688, -2.95777], [18.76661, 3.99417, -2.92875], [16.21660, 10.00382, -0.54143], [15.80784, 9.92797, -1.96437], [15.06002, 8.70557, -2.11440], [15.47332, 7.71358, -2.95399], [16.69931, 7.58746, -3.27254], [14.34431, 6.87279, -3.27910], [14.47596, 5.70001, -3.96840], [15.49459, 10.42095, 0.16058], [17.08003, 10.65072, -0.38615], [16.68658, 9.06431, -0.25069], [16.68161, 9.90278, -2.61552], [15.23555, 10.79140, -2.30363], [15.07845, 4.95147, -3.45383], [15.11237, 5.89080, -4.83250], [13.50626, 5.28913, -4.24938]],
  "forces_ev_per_a": [[-0.116, -0.292, -0.166], [0.547, 1.380, -1.327], [0.559, -0.668, -0.352], [0.384, -0.399, 1.122], [-1.177, -0.672, -1.758], [-0.150, 0.197, -0.164], [1.346, 0.921, 2.485], [-1.353, -0.719, -0.325], [0.737, 3.146, 0.126], [-0.568, 0.205, -0.188], [-1.227, -0.493, -0.556], [-0.278, -0.395, 0.187], [-0.415, -0.117, 0.991], [0.261, -0.812, -0.888], [1.633, -1.289, 0.558], [-0.518, -0.794, -0.217], [1.424, 0.778, 1.077], [-0.613, -0.660, -2.703], [2.317, -0.503, -1.033], [-2.831, -1.559, 1.449], [0.060, 2.139, 3.219], [0.407, 0.328, -1.620], [0.028, 0.162, 0.050], [0.255, -0.051, 0.126], [-0.217, 0.114, -0.113], [-0.636, -0.217, -0.392], [-0.056, 0.278, -0.107], [0.335, -0.042, -0.112], [-0.060, -0.104, 0.574], [-0.099, 0.185, -0.133], [1.327, 0.696, 1.090], [1.104, -0.019, -0.668], [-1.344, -1.909, -1.942], [2.463, -0.187, 0.053], [-5.127, -0.498, 0.654], [1.773, 4.204, 2.560], [2.158, -1.379, -1.530], [-0.428, -0.676, -0.072], [0.026, 0.441, -0.582], [-0.671, -0.273, 0.276], [-0.043, -0.216, 0.116], [-0.544, -0.333, 0.088], [-0.363, -0.148, 0.585], [-0.353, -0.119, -0.604], [0.043, 0.369, 0.165]]
}


# 4
{
  "formula": "C22H37ClP2Re",
  "method": "the ωB97M-V functional and the def2-TZVPD basis",
  "spin_multiplicity": 4,
  "total_charge": 2,
  "relative_energy_kj_mol": 0.0,
  "homo_energy_ev": [-13.169, -13.085],
  "gap_ev": [7.736, 5.930],
  "largest_force_ev_per_a": 3.235,
  "symbols": ["P", "P", "C", "C", "H", "H", "H", "H", "C", "H", "H", "H", "C", "H", "H", "H", "C", "H", "H", "H", "C", "H", "H", "H", "Re", "C", "C", "C", "C", "C", "C", "C", "C", "C", "H", "H", "H", "H", "H", "H", "H", "H", "H", "H", "H", "H", "H", "H", "H", "Cl", "C", "C", "C", "C", "C", "C", "C", "H", "H", "H", "H", "H", "H"],
  "positions_angstrom": [[-0.14716, -1.76282, -4.91840], [0.18381, 2.22728, -4.96370], [-0.42542, -0.44785, -6.21072], [0.36554, 0.89026, -6.32314], [-1.51036, -0.23376, -6.20049], [-0.21809, -0.99493, -7.14785], [1.44884, 0.70155, -6.44071], [0.03366, 1.39547, -7.24333], [-1.19977, 3.17354, -5.70072], [-1.53255, 3.93052, -4.98136], [-2.03848, 2.50853, -5.95029], [-0.82740, 3.67059, -6.61034], [1.62162, 3.27323, -5.33532], [1.43822, 3.80651, -6.27500], [2.53174, 2.65991, -5.42015], [1.74296, 3.99345, -4.51745], [-1.51781, -2.87246, -5.18157], [-1.55981, -3.66162, -4.41277], [-1.35895, -3.34749, -6.15766], [-2.46961, -2.33315, -5.20156], [1.28815, -2.70783, -5.55439], [2.14931, -2.06564, -5.76936], [1.00773, -3.26530, -6.46503], [1.58857, -3.45719, -4.80771], [0.30752, 0.38002, -0.81884], [0.45564, 2.01686, -2.41977], [-0.93582, 1.88061, -2.55665], [-1.64095, 0.80030, -3.32279], [-1.84401, -0.55260, -2.62586], [-0.48834, -1.09779, -2.15648], [0.50802, -1.40967, -3.31851], [1.50731, -0.26940, -3.56562], [1.62744, 0.90698, -2.57826], [1.54029, -0.91351, 0.12510], [0.89283, 2.99364, -2.21784], [-1.57479, 2.64775, -2.09974], [-0.98519, 0.54833, -4.17895], [-2.59938, 1.16707, -3.75841], [-2.53383, -0.44572, -1.77961], [-2.29626, -1.27765, -3.32666], [-0.60682, -2.00828, -1.54655], [1.01451, -2.35870, -3.09693], [1.29207, 0.19806, -4.52615], [2.50613, -0.69968, -3.77975], [2.20554, 0.62593, -1.64553], [2.37449, 1.56042, -3.07676], [2.43094, -0.43440, 0.55672], [1.85832, -1.64343, -0.63501], [1.01580, -1.43322, 0.94452], [1.14276, 2.04926, 0.76012], [0.21353, 1.45704, 2.12806], [0.73029, 1.50699, 3.41957], [0.05881, 0.78661, 4.43181], [-1.07520, 0.02981, 4.11961], [-1.55694, -0.02772, 2.82962], [-0.93922, 0.74214, 1.81998], [-1.37974, 0.68327, 0.37860], [1.63567, 2.07129, 3.62024], [0.42789, 0.83882, 5.45802], [-1.57614, -0.54562, 4.90262], [-2.39534, -0.66854, 2.54073], [-2.13135, -0.10026, 0.22660], [-1.84024, 1.63674, 0.05278]],
  "forces_ev_per_a": [[1.131, -0.691, -2.951], [0.879, -0.653, -2.925], [-0.222, 0.572, 0.079], [0.302, 0.601, -0.160], [0.388, -0.138, -0.004], [-0.207, -0.054, 0.379], [-0.448, -0.017, -0.075], [0.137, -0.452, 0.010], [0.107, 0.186, 0.016], [-0.104, -0.048, -0.246], [0.202, 0.243, 0.096], [-0.342, -0.098, 0.245], [0.023, 0.138, -0.503], [0.434, 0.070, 0.148], [-0.213, 0.271, 0.030], [0.084, -0.019, -0.243], [-0.568, -0.461, 0.458], [0.015, 0.280, -0.259], [-0.042, 0.123, 0.198], [0.138, -0.156, 0.031], [-0.214, -0.389, -0.350], [-0.216, -0.070, 0.021], [0.163, 0.398, 0.263], [-0.091, 0.229, -0.190], [-2.357, 0.239, 0.193], [-0.778, -1.346, 0.499], [0.617, -0.680, 2.169], [-0.415, -0.521, -0.409], [-0.099, -0.260, 0.239], [0.150, 0.209, 0.462], [-0.790, 0.721, 2.065], [1.064, -0.179, -0.891], [0.488, 1.386, -2.564], [0.832, -0.953, 0.687], [-0.286, -0.172, 0.558], [0.502, 0.074, -0.506], [-0.394, 0.448, 0.369], [0.618, -0.081, 0.486], [0.125, -0.159, -0.286], [-0.151, 0.434, 0.221], [-0.192, 0.183, -0.289], [0.028, 0.387, 0.224], [0.013, -0.026, 0.336], [-0.273, 0.276, 0.638], [-0.366, 0.203, -0.190], [0.011, -0.392, 0.550], [-0.113, -0.256, -0.089], [0.129, -0.125, 0.372], [0.159, 0.018, -0.263], [0.480, 1.442, 0.620], [-0.517, -0.909, 1.371], [-0.289, -0.278, 0.174], [0.153, 0.615, -0.551], [0.212, -0.166, 0.651], [0.183, 0.633, -0.989], [-0.094, -0.602, -0.247], [-0.441, -0.165, 0.128], [-0.112, -0.129, 0.098], [-0.094, -0.064, -0.387], [0.243, 0.206, -0.241], [0.207, 0.324, 0.283], [0.078, 0.104, 0.174], [0.135, -0.306, 0.268]]
}